# 1
{"formula": "C19H36N2O15", "method": "wB97M-V/def2-TZVPD", "symbols": ["C", "O", "C", "O", "O", "C", "H", "H", "H", "H", "H", "H", "C", "O", "C", "O", "O", "C", "H", "H", "H", "H", "H", "H", "C", "O", "C", "O", "O", "C", "H", "H", "H", "H", "H", "H", "C", "O", "C", "O", "O", "C", "H", "H", "H", "H", "H", "H", "C", "O", "C", "O", "O", "C", "H", "H", "H", "H", "H", "H", "C", "C", "N", "H", "H", "H", "C", "C", "N", "H", "H", "H"], "xyz": [[-1.87401, -2.78801, 5.69589], [-1.10316, -2.84252, 4.49869], [-1.62396, -3.48642, 3.45534], [-2.59387, -4.18667, 3.45964], [-0.89566, -3.17270, 2.38627], [-1.16772, -3.86505, 1.18775], [-2.93200, -2.63700, 5.49401], [-1.42356, -2.02487, 6.31907], [-1.80477, -3.73379, 6.24252], [-0.34137, -3.69705, 0.51037], [-2.08134, -3.47249, 0.72078], [-1.39154, -4.92669, 1.30059], [0.27340, 7.00914, -0.49652], [1.12287, 5.86835, -0.47190], [0.79214, 4.88503, -1.29678], [-0.16887, 4.85724, -2.02594], [1.72624, 3.94171, -1.20596], [1.61613, 2.88320, -2.15591], [0.85261, 7.81880, -0.05620], [-0.65119, 6.85376, 0.05027], [0.08256, 7.31112, -1.52800], [2.47531, 2.24138, -1.99316], [1.58249, 3.27451, -3.17235], [0.71637, 2.28531, -2.00363], [1.09172, -0.52768, 1.17680], [-0.03441, 0.33723, 1.31602], [-0.57365, 0.74266, 0.17143], [-0.33225, 0.26887, -0.91462], [-1.42789, 1.73015, 0.40646], [-2.05415, 2.25446, -0.76651], [0.72583, -1.49675, 0.83700], [1.55762, -0.63467, 2.15000], [1.81834, -0.12887, 0.47192], [-1.29959, 2.52506, -1.50118], [-2.61734, 3.11824, -0.43204], [-2.72756, 1.55753, -1.25965], [-0.34933, 0.47259, -4.56061], [-1.51681, 1.12199, -4.05378], [-2.53292, 0.40948, -3.60718], [-3.59721, 0.87555, -3.29474], [-2.23772, -0.89283, -3.50138], [-3.21431, -1.70801, -2.90005], [-0.60340, -0.34995, -5.22386], [0.24379, 0.06741, -3.73859], [0.21542, 1.23048, -5.09265], [-3.28160, -1.52679, -1.82145], [-2.92861, -2.74216, -3.05412], [-4.21025, -1.49894, -3.29318], [3.45768, -2.53754, -1.07311], [2.59046, -3.35267, -0.28610], [2.84859, -3.39356, 1.01306], [3.74270, -2.83478, 1.59124], [1.90845, -4.12990, 1.59514], [2.05254, -4.45942, 2.96334], [3.42302, -2.92468, -2.08728], [4.46848, -2.56736, -0.67609], [3.08547, -1.51268, -1.10132], [2.06344, -3.56746, 3.59789], [2.94935, -5.03071, 3.19161], [1.13645, -4.98351, 3.21938], [-2.30317, 4.25110, -4.50008], [-1.94892, 3.88638, -5.86736], [-1.65326, 3.61603, -6.94925], [-1.71020, 5.10270, -4.18010], [-2.06808, 3.41542, -3.84006], [-3.37601, 4.41401, -4.42897], [2.49378, -1.00916, 5.89455], [3.90469, -1.43688, 5.95139], [5.00501, -1.75750, 6.00518], [2.20066, -1.08591, 4.84733], [2.50154, 0.02739, 6.21636], [1.92651, -1.73068, 6.47438]], "multiplicity": 1, "homo_lumo_gap_ev": 11.38, "e_tot_ev": -53978.9018, "smiles": "COC(=O)OC.COC(=O)OC.COC(=O)OC.COC(=O)OC.COC(=O)OC.CC#N.CC#N", "lumo_ha": 0.0127, "e_homo_ha": -0.406}

---

# 2
{"formula": "C4H5N3O", "method": "wB97M-V/def2-TZVPD", "symbols": ["C", "C", "C", "C", "N", "N", "N", "O", "H", "H", "H", "H", "H"], "xyz": [[-1.31146, -0.15538, -0.15414], [-0.35914, 0.87618, -0.14912], [-1.00546, -1.52488, -0.00010], [1.75666, -0.31121, -0.43830], [3.89275, -1.23114, 0.04683], [2.80278, -0.69524, -0.03954], [0.98514, 0.73141, -0.18316], [-2.07871, -2.19881, -0.04612], [-2.32939, 0.10808, -0.39743], [-0.51673, 1.96286, -0.19223], [3.86994, -1.88790, 0.89561], [1.64614, 1.48276, -0.09584], [-2.92553, -1.67242, -0.16604]], "multiplicity": 1, "homo_lumo_gap_ev": 7.85, "e_tot_ev": -10739.9908, "lumo_ha": -0.0009, "e_homo_ha": -0.289}

---

# 3
{"formula": "C2H3KO2", "method": "wB97M-V/def2-TZVPD", "symbols": ["O", "C", "C", "O", "H", "H", "K", "H"], "xyz": [[-1.81912, 0.65375, 0.63735], [-0.50669, 0.82397, 0.43418], [0.06059, -0.46998, 0.29368], [0.98448, -0.72671, -0.62640], [-0.25259, 1.58710, -0.31854], [0.20177, -0.95602, 1.28416], [3.01036, -0.35443, -2.26783], [-1.67882, -0.55768, 0.56340]], "multiplicity": 1, "homo_lumo_gap_ev": [4.17, 4.06], "e_tot_ev": -22538.2000, "lumo_ha": [-0.0427, -0.0422], "e_homo_ha": [-0.196, -0.191]}

---

# 4
{"formula": "C5H8OS2", "method": "wB97M-V/def2-TZVPD", "symbols": ["C", "C", "C", "O", "C", "S", "S", "C", "H", "H", "H", "H", "H", "H", "H", "H"], "xyz": [[-1.71693, -0.12964, 1.37393], [-1.17920, -0.00110, 0.18259], [-2.14449, 0.12053, -0.98321], [0.24229, -0.02646, 0.04848], [0.92188, 1.18711, 0.17711], [0.20300, 2.73039, 0.05005], [2.61792, 0.95284, 0.24096], [2.95310, -0.87028, -0.22744], [-2.87388, -0.11574, 1.49400], [-0.93700, -0.52483, 2.12950], [-2.38010, 1.26606, -1.14968], [-1.78445, -0.43914, -1.76044], [-3.17645, -0.32399, -0.69109], [2.57956, -1.66975, 0.60756], [2.58302, -1.02258, -1.21502], [4.09172, -1.13344, -0.27730]], "multiplicity": 1, "homo_lumo_gap_ev": 8.86, "e_tot_ev": -29029.8703, "smiles": "C=C(C)OC(=S)SC", "lumo_ha": 0.0050, "e_homo_ha": -0.321}

---

# 5
{"formula": "C30H43N2O4PS2SiSn", "method": "wB97M-V/def2-TZVPD", "symbols": ["Sn", "N", "C", "C", "C", "C", "C", "C", "P", "C", "C", "C", "C", "C", "C", "C", "C", "C", "C", "C", "C", "H", "H", "H", "H", "H", "H", "H", "H", "H", "H", "H", "H", "H", "H", "H", "H", "C", "C", "C", "C", "O", "Si", "S", "O", "C", "C", "C", "C", "O", "C", "C", "C", "C", "H", "H", "H", "H", "H", "H", "H", "H", "H", "H", "H", "H", "H", "H", "H", "H", "H", "H", "H", "H", "H", "H", "H", "H", "H", "H", "H", "O", "S", "N"], "xyz": [[-0.24598, -0.65780, -1.00657], [-1.39524, 0.94009, -2.66013], [-0.61384, 1.89186, -3.43807], [-1.11541, 3.11083, -3.94077], [-0.29074, 3.93918, -4.67622], [1.00368, 3.51474, -4.98590], [1.50899, 2.29458, -4.59220], [0.71072, 1.48853, -3.77524], [1.26908, -0.07954, -3.21914], [0.78451, -1.34902, -4.37494], [0.13595, -1.03786, -5.58355], [-0.34014, -2.04730, -6.38827], [-0.09692, -3.37703, -6.05828], [0.62338, -3.69452, -4.88985], [1.10895, -2.67187, -4.06121], [3.03940, -0.09547, -3.07262], [3.58954, 0.81514, -2.16902], [4.97647, 0.96273, -2.04211], [5.82020, 0.11458, -2.73694], [5.29046, -0.84111, -3.63411], [3.90937, -0.91442, -3.83101], [-1.76788, 0.21463, -3.27357], [-2.19042, 1.39068, -2.17713], [-2.11123, 3.40267, -3.66904], [-0.63969, 4.95259, -4.98431], [1.63647, 4.18850, -5.58113], [2.54253, 1.98372, -4.80978], [-0.02645, 0.01691, -5.86172], [-0.87891, -1.85546, -7.30025], [-0.51440, -4.18747, -6.66659], [0.81985, -4.72629, -4.66608], [1.72791, -2.93348, -3.20372], [2.89788, 1.43439, -1.59242], [5.33908, 1.73207, -1.34046], [6.88052, 0.16366, -2.56109], [5.97247, -1.55219, -4.16218], [3.51697, -1.64246, -4.53098], [-3.54160, 2.50621, 3.50636], [-2.16450, 2.54808, 4.01770], [-1.33450, 3.71509, 3.52607], [-2.24078, 2.53004, 5.53058], [-1.49587, 1.36704, 3.65192], [-1.27418, 0.25455, 2.51323], [-1.18955, 1.29598, 0.62189], [0.14483, -0.58697, 2.61558], [1.50474, -0.30719, 3.03473], [1.43919, 0.20823, 4.45445], [2.10658, 0.62022, 2.00537], [2.21181, -1.67110, 3.04074], [-2.51288, -0.82114, 2.53779], [-2.64447, -2.10188, 3.22740], [-2.00526, -2.01694, 4.58610], [-4.14787, -2.28419, 3.38947], [-2.05004, -3.18732, 2.31675], [-4.14092, 3.38935, 3.74795], [-4.07396, 1.58327, 3.83995], [-3.48571, 2.47830, 2.38594], [-1.82920, 4.62306, 3.80150], [-1.28469, 3.70155, 2.42207], [-0.29477, 3.70530, 3.92713], [-2.86376, 3.36411, 5.90343], [-1.24012, 2.63570, 6.01088], [-2.68819, 1.59890, 5.88182], [0.94861, 1.17729, 4.47994], [2.48001, 0.31330, 4.82372], [0.93637, -0.45937, 5.17388], [1.57790, 1.56463, 1.91370], [2.14184, 0.17761, 1.00604], [3.16501, 0.84542, 2.27686], [1.75364, -2.42905, 3.70449], [3.27417, -1.60648, 3.32771], [2.20458, -2.11434, 2.02909], [-2.32054, -1.14604, 5.15269], [-0.89141, -2.03075, 4.55535], [-2.31151, -2.90983, 5.12833], [-4.53591, -1.46487, 4.00164], [-4.44087, -3.22129, 3.91261], [-4.62313, -2.31187, 2.40447], [-0.96302, -3.05046, 2.22699], [-2.44915, -3.12445, 1.27608], [-2.24994, -4.19080, 2.71932], [-0.99777, -3.69613, -1.49806], [-2.26631, -2.92985, -1.86243], [-2.21401, -1.42966, -1.73261]], "charge": 2, "multiplicity": 1, "homo_lumo_gap_ev": [5.04, 5.04], "e_tot_ev": -87635.1032, "lumo_ha": [-0.3476, -0.3476], "e_homo_ha": [-0.533, -0.533]}

---

# 6
{"formula": "C32H42AsN4OPtS2Se2", "method": "wB97M-V/def2-TZVPD", "symbols": ["Pt", "S", "C", "C", "C", "C", "C", "C", "As", "C", "C", "C", "C", "C", "C", "C", "C", "C", "C", "C", "C", "H", "H", "H", "H", "H", "H", "H", "H", "H", "H", "H", "H", "H", "H", "C", "Se", "C", "C", "Se", "C", "H", "H", "H", "H", "H", "H", "H", "H", "H", "H", "C", "C", "C", "N", "N", "C", "N", "S", "H", "H", "H", "H", "H", "H", "H", "O", "C", "C", "C", "C", "C", "C", "N", "H", "H", "H", "H", "H", "H", "H", "H", "H", "H", "H"], "xyz": [[0.52021, 0.01140, 0.87957], [-0.54558, -2.07511, 1.22963], [0.64481, -3.30079, 1.47940], [0.17635, -4.62804, 1.51303], [1.05244, -5.66958, 1.74021], [2.39950, -5.40456, 1.95871], [2.87425, -4.09095, 1.92287], [2.01673, -3.03484, 1.67561], [2.67942, -1.21547, 1.56769], [4.53454, -1.42032, 1.03696], [5.53765, -0.74284, 1.72054], [6.86198, -0.96240, 1.37051], [7.17521, -1.83382, 0.33615], [6.16611, -2.49334, -0.35636], [4.83994, -2.27674, -0.01996], [2.76045, -0.56392, 3.38960], [2.85153, -1.39203, 4.50332], [2.94743, -0.82263, 5.76630], [2.98419, 0.55750, 5.91496], [2.90710, 1.38353, 4.80089], [2.77517, 0.82443, 3.53961], [-0.87808, -4.81920, 1.35835], [0.68769, -6.68745, 1.75507], [3.08826, -6.21565, 2.15395], [3.92658, -3.89900, 2.08780], [5.29373, -0.06928, 2.53356], [7.65172, -0.46088, 1.91337], [8.20910, -1.99958, 0.06509], [6.41461, -3.18143, -1.15350], [4.04978, -2.78420, -0.56118], [2.86101, -2.46880, 4.38776], [3.01838, -1.45903, 6.63874], [3.08030, 0.98816, 6.90333], [2.96678, 2.45866, 4.91094], [2.69781, 1.45969, 2.66256], [-2.12098, 4.08942, -3.35481], [-1.15752, 2.86384, -2.21970], [-2.17903, 3.14055, -0.57004], [-3.34052, 2.17249, -0.46519], [-2.77019, 0.37611, 0.09682], [-4.19418, -0.61459, -0.77616], [-1.83360, 5.10833, -3.08748], [-3.19217, 3.95205, -3.20786], [-1.84777, 3.88580, -4.38754], [-2.52834, 4.17345, -0.60185], [-1.47071, 3.00636, 0.25058], [-3.87987, 2.06793, -1.40605], [-4.03938, 2.53483, 0.28752], [-4.01447, -0.70010, -1.84448], [-5.14284, -0.11510, -0.59472], [-4.22443, -1.60621, -0.33288], [4.04491, 3.95339, 0.73247], [2.69730, 3.96040, -0.00748], [2.42686, 2.64698, -0.65107], [1.46222, 1.83992, -0.36127], [1.47961, 0.65870, -1.05277], [2.49621, 0.54861, -1.87549], [2.77906, -0.55035, -2.57929], [3.48309, 1.98467, -1.88525], [4.18598, 4.89801, 1.25357], [4.87443, 3.82783, 0.03650], [4.08769, 3.14715, 1.46626], [2.71912, 4.74328, -0.76900], [1.88401, 4.17948, 0.68497], [2.10140, -1.29565, -2.61312], [3.49221, -0.53754, -3.28920], [-0.81327, 1.35941, 2.16223], [-1.15938, 1.54030, 3.36277], [-2.13219, 2.64444, 3.67093], [-1.54066, 3.72763, 4.59409], [-1.59073, 3.35427, 6.07450], [-0.68350, 2.18082, 6.43253], [-1.09994, 0.87146, 5.76131], [-0.71027, 0.78552, 4.34773], [-3.02518, 2.22473, 4.14268], [-2.43458, 3.07960, 2.72035], [-2.11644, 4.64060, 4.44170], [-0.50706, 3.93835, 4.30179], [-2.62075, 3.11465, 6.35290], [-1.30044, 4.22411, 6.66482], [-0.70204, 2.03138, 7.51318], [0.34739, 2.40852, 6.15349], [-2.18067, 0.73962, 5.84808], [-0.62652, 0.02783, 6.25791], [-0.01656, 0.09422, 4.09888]], "charge": 3, "multiplicity": 5, "homo_lumo_gap_ev": [8.12, 4.44], "e_tot_ev": -258295.4667, "lumo_ha": [-0.2565, -0.4145], "e_homo_ha": [-0.555, -0.578]}

---

- Look up the multiplicity of the sixth one.
  5

---

- Which formula does entry 4 have?
  C5H8OS2

---

- What is the multiplicity in the first record?
  1

---

- Which value of multiplicity does entry 2 give?
  1